--- P ---
Below is a cluster of 2 separate species, C4H12 in total, with properties calculated with the ωB97M-V functional and the def2-TZVPD basis.

Results
HOMO-LUMO gap = 13.0 eV
SMILES = CC.CC

Geometry as ORCA input:
```
! wB97M-V def2-TZVPD RIJCOSX def2/J DEFGRID3
* xyz 0 1
C -1.3581 -0.8611 -0.6001
C -2.8341 -0.4793 -0.7364
H -1.2297 -1.9463 -0.5601
H -0.7926 -0.4862 -1.4512
H -0.9149 -0.4711 0.3138
H -2.9461 0.6049 -0.6941
H -3.4136 -0.8959 0.0862
H -3.2431 -0.8549 -1.6721
C 1.6999 0.9500 1.2485
C 2.5170 0.4107 0.0725
H 2.1167 1.8601 1.6755
H 0.6731 1.1607 0.9397
H 1.6257 0.2089 2.0476
H 2.0594 -0.5156 -0.2824
H 3.5409 0.2030 0.3725
H 2.4995 1.1121 -0.7598
*
```

Mulliken analysis output, partial charges in e: -0.654, -0.952, 0.319, 0.284, 0.129, 0.293, 0.286, 0.287, -0.800, -0.782, 0.321, 0.203, 0.265, 0.230, 0.315, 0.257

=====

--- Q ---
Below is a cluster of 2 separate species, C4H12 in total, with properties calculated with the ωB97M-V functional and the def2-TZVPD basis.

Results
HOMO-LUMO gap = 12.7 eV
SMILES = CC.CC

Geometry as ORCA input:
```
! wB97M-V def2-TZVPD RIJCOSX def2/J DEFGRID3
* xyz 0 1
C -2.2166 -0.0365 -0.7036
C -1.8583 1.3553 -1.2704
H -1.3913 -0.7423 -0.6984
H -2.3659 0.0448 0.3829
H -3.1872 -0.2593 -1.1301
H -2.7569 1.9481 -1.4579
H -1.3737 1.2530 -2.2386
H -1.2485 1.9963 -0.6496
C 2.6322 -0.3286 0.6449
C 1.4259 -1.0665 1.2098
H 2.4944 0.0588 -0.3635
H 2.8474 0.5089 1.3161
H 3.5727 -0.8670 0.7266
H 0.7613 -0.4359 1.7983
H 1.8430 -1.7891 1.9230
H 0.8215 -1.6398 0.5107
*
```

Mulliken analysis output, partial charges in e: -0.703, -0.885, 0.197, 0.230, 0.298, 0.314, 0.264, 0.286, -0.840, -0.752, 0.263, 0.260, 0.301, 0.258, 0.299, 0.211

=====

--- R ---
Below is a cluster of 2 separate species, C4H12 in total, with properties calculated with the ωB97M-V functional and the def2-TZVPD basis.

Results
HOMO-LUMO gap = 12.6 eV
SMILES = CC.CC

Geometry as ORCA input:
```
! wB97M-V def2-TZVPD RIJCOSX def2/J DEFGRID3
* xyz 0 1
C -1.6977 -0.0655 1.5654
C -2.3571 -0.9033 0.4696
H -0.8216 -0.5596 1.9737
H -1.6193 0.9547 1.2436
H -2.3743 -0.2014 2.4002
H -3.4163 -0.6706 0.3727
H -1.9371 -0.8597 -0.5473
H -2.2086 -1.9861 0.5866
C 2.3495 0.0372 -0.4897
C 1.7637 0.9696 -1.5279
H 1.9068 -0.9543 -0.5066
H 3.4385 -0.0704 -0.4992
H 2.3056 0.5329 0.4840
H 2.4273 1.2889 -2.3316
H 1.3601 1.8921 -1.1313
H 0.8805 0.5955 -2.0621
*
```

Mulliken analysis output, partial charges in e: -0.784, -0.883, 0.270, 0.249, 0.312, 0.294, 0.254, 0.287, -0.811, -0.878, 0.251, 0.339, 0.246, 0.308, 0.283, 0.261

=====

--- S ---
Below is a cluster of 2 separate species, C4H12 in total, with properties calculated with the ωB97M-V functional and the def2-TZVPD basis.

Results
HOMO-LUMO gap = 12.5 eV
SMILES = CC.CC

Geometry as ORCA input:
```
! wB97M-V def2-TZVPD RIJCOSX def2/J DEFGRID3
* xyz 0 1
C 0.5026 -0.0066 -1.5183
C 1.9887 0.0625 -1.2531
H 0.3557 -0.6696 -2.4189
H 0.0134 -0.6120 -0.7730
H -0.2157 0.7963 -1.7728
H 2.2433 0.8723 -0.5522
H 2.5544 -0.0165 -2.1716
H 2.1628 -0.9582 -0.7893
C -0.5208 -0.2296 1.5585
C -1.9451 0.2310 1.2179
H 0.1270 0.5991 1.8335
H -0.5463 -0.7623 2.5080
H -0.0480 -0.7586 0.7648
H -2.0469 1.3245 1.2283
H -2.3038 -0.0820 0.2473
H -2.6097 -0.1990 1.9760
*
```

Mulliken analysis output, partial charges in e: -0.703, -0.823, 0.272, 0.088, 0.311, 0.272, 0.342, 0.249, -0.816, -0.860, 0.257, 0.328, 0.243, 0.236, 0.290, 0.314

=====

Order from most stable to least stable according to the calculation: P, Q, R, S